Record 1
ORCA calculation (wB97M-V/def2-TZVPD) on C48H45BrCl2N8O3Re as an isolated structure in a non-equilibrium geometry.

As for the total charge: +2. For the molar mass, the calculation gives 1118.958 g/mol. The LUMO energy (alpha / beta) is -6.39 / -8.02 eV. Its spin multiplicity is 4. The value obtained for the energy is -6092.0958 Eh.

Geometry (Å):
Re: 0.42548 0.17339 1.53804
N: -0.20692 -3.76751 3.10544
C: -0.41272 -2.49831 2.78244
N: 0.53778 -1.61531 2.63184
C: 1.87248 -1.99751 2.84564
N: 2.76778 -1.06471 2.76394
N: 2.21818 0.12379 2.49304
C: 2.68698 1.22129 3.02914
C: 1.73778 2.28409 3.07054
C: 1.99098 3.57109 3.56344
C: 0.95698 4.47339 3.67754
C: -0.32442 4.07829 3.29044
C: -0.51482 2.79829 2.81294
N: 0.47788 1.91189 2.68584
C: 2.14978 -3.35711 3.23334
C: 3.43818 -3.81231 3.53114
C: 3.63198 -5.11251 3.94914
C: 2.55078 -5.98371 4.07894
C: 1.27078 -5.56001 3.78244
C: 1.06608 -4.24991 3.36264
H: -0.99262 -4.40591 3.17604
H: -1.43012 -2.15251 2.65744
H: 3.63188 1.24379 3.55604
H: 2.99728 3.83969 3.83704
H: 1.13628 5.47029 4.04734
H: -1.15862 4.75809 3.36174
H: -1.49972 2.46939 2.50314
H: 4.25068 -3.11001 3.44384
H: 4.62338 -5.46101 4.19634
H: 2.71228 -6.98691 4.44264
H: 0.43528 -6.23371 3.89124
C: -6.50502 2.94339 -1.89736
C: -5.00072 3.16079 -2.07136
C: -4.68712 4.63109 -1.74416
C: -4.64532 2.83509 -3.53136
C: -4.15902 2.29839 -1.15876
C: -2.76662 2.37849 -1.26396
C: -1.99032 1.62449 -0.43476
Br: -0.06812 1.78059 -0.49866
C: -2.48352 0.72669 0.55094
O: -1.67182 0.09289 1.31874
C: -3.91152 0.64179 0.64214
C: -4.67602 1.43919 -0.19436
C: -4.65572 -0.28291 1.59684
C: -5.60912 -1.17971 0.78474
C: -3.75342 -1.21881 2.40204
C: -5.45602 0.56569 2.59974
H: -7.03992 3.57889 -2.60066
H: -6.83422 3.20829 -0.89536
H: -6.77622 1.91179 -2.10856
H: -5.30782 5.28089 -2.35406
H: -3.64622 4.88329 -1.92646
H: -4.90582 4.83369 -0.69766
H: -5.26292 3.42489 -4.20286
H: -4.84282 1.78319 -3.72666
H: -3.60472 3.04149 -3.76516
H: -2.30462 3.02619 -1.98896
H: -5.74452 1.37759 -0.08896
H: -5.05412 -1.73911 0.03284
H: -6.38782 -0.61741 0.27844
H: -6.08992 -1.89021 1.45324
H: -3.22972 -1.88241 1.71874
H: -4.37222 -1.83301 3.05354
H: -3.05032 -0.65861 3.01444
H: -6.18612 1.19779 2.10364
H: -4.79382 1.20139 3.18504
H: -5.98632 -0.09001 3.28684
N: -0.96372 -5.51731 -0.13076
C: -1.19422 -4.64001 -0.83186
C: -1.47322 -3.46891 -1.56846
C: -1.53492 -3.40001 -2.95866
C: -1.80212 -2.17081 -3.53836
C: -1.98992 -1.06821 -2.71606
N: -1.93932 -1.13641 -1.39586
C: -1.68622 -2.29641 -0.83516
H: -1.37252 -4.27881 -3.56406
H: -1.85112 -2.06811 -4.61066
H: -2.18362 -0.08531 -3.12236
H: -1.64472 -2.32211 0.24484
Cl: 5.23428 0.81259 -4.85046
C: 5.57608 2.01079 -3.65666
C: 6.25378 3.15569 -4.03166
C: 6.42998 4.18559 -3.12016
C: 5.88188 4.10439 -1.84786
C: 5.20558 2.96229 -1.46576
Cl: 4.54788 2.83629 0.11854
C: 5.08818 1.85519 -2.33656
N: 4.47718 0.70859 -1.91346
C: 4.87128 -0.56701 -2.21836
C: 6.20488 -0.84641 -2.57246
C: 6.60828 -2.13521 -2.82936
C: 5.70308 -3.18291 -2.69986
C: 4.38598 -2.92311 -2.34516
C: 3.93968 -1.62981 -2.11846
C: 2.46898 -1.36251 -1.95176
C: 1.99008 -0.78571 -0.61786
O: 0.97078 -1.29851 -0.09036
O: 2.54238 0.22289 -0.14046
H: 6.63288 3.24389 -5.03866
H: 6.98208 5.06459 -3.40986
H: 5.99118 4.92069 -1.15296
H: 3.75408 0.77689 -1.16646
H: 6.91688 -0.03691 -2.60686
H: 7.63018 -2.33251 -3.11236
H: 6.02028 -4.19401 -2.90046
H: 3.69268 -3.74901 -2.27896
H: 1.90178 -2.27441 -2.13446
H: 2.16588 -0.61371 -2.69556

---

Record 2
ORCA calculation (wB97M-V/def2-TZVPD) on C48H46As2N3O3SSiTl as an isolated structure in a non-equilibrium geometry.

As for the total charge: -2. For the molar mass, the calculation gives 1127.294 g/mol. The LUMO energy is 3.61 eV. The value obtained for the energy is -7578.4087 Eh.

Geometry (Å):
Tl: 0.62514 2.43398 0.92970
O: -0.18102 -2.59464 4.23614
C: -1.36162 -2.42033 3.79821
C: -2.37234 -3.47973 3.98195
C: -3.72835 -3.25161 3.75124
C: -4.16717 -2.04985 3.28209
C: -3.19534 -1.10559 2.90613
C: -1.82977 -1.28138 3.14168
C: -0.90218 -0.15103 2.69446
O: -1.29825 0.78347 2.00890
N: 0.30162 -0.14735 3.30433
N: 1.06058 0.91177 3.10645
C: 2.14952 0.94834 3.71090
C: 3.13438 2.04070 3.70761
C: 4.47916 1.72445 4.05305
C: 5.48290 2.69442 3.96329
C: 5.14401 4.04679 3.66023
C: 3.85903 4.31520 3.27402
C: 2.79133 3.32428 3.33291
O: 1.61571 3.69839 3.01908
H: 0.51214 -1.01670 3.83840
H: -2.03067 -4.42380 4.33481
H: -4.45716 -4.11055 3.87399
H: -5.27413 -1.85832 3.20625
H: -3.45344 -0.18354 2.33220
H: 2.43891 0.02910 4.30583
H: 4.60419 0.75549 4.36633
H: 6.55589 2.41751 4.22675
H: 5.86566 4.81392 3.55707
H: 3.58116 5.34021 2.90857
C: -4.97378 5.84022 0.17306
Si: -3.79482 6.21845 -1.27057
C: -4.42799 7.68647 -2.28514
C: -3.89899 4.75877 -2.44325
C: -1.97887 6.52128 -0.81351
C: -1.37654 7.70165 -1.06130
C: -0.02476 7.90301 -0.75275
C: 0.63845 6.81061 -0.19120
N: 0.17400 5.63114 0.13233
C: -1.23419 5.55086 -0.02536
S: -2.03979 4.22120 0.68204
H: -5.95550 5.73205 -0.30991
H: -4.85184 6.54407 0.86824
H: -4.54385 4.95013 0.61869
H: -5.42712 7.50139 -2.64270
H: -3.89848 7.68936 -3.29480
H: -4.30642 8.65552 -1.87100
H: -3.16717 4.74041 -3.24058
H: -4.86013 4.71109 -2.93588
H: -3.88967 3.79418 -1.78924
H: -1.90542 8.49795 -1.56781
H: 0.51099 8.73830 -1.11114
H: 1.75339 6.89527 -0.05658
C: -0.53748 -2.59087 -0.11861
C: 0.27394 -3.82641 0.13547
As: 1.91644 -3.45591 1.10275
C: 2.96300 -2.18623 -0.01644
C: 2.90738 -0.77728 0.19479
C: 3.79847 0.03251 -0.54821
C: 4.67988 -0.48859 -1.52850
C: 4.58851 -1.83358 -1.83794
C: 3.76249 -2.66599 -1.05579
C: 2.96451 -5.12285 0.71114
C: 2.78387 -5.97877 -0.34371
C: 3.49705 -7.14602 -0.46810
C: 4.51958 -7.41560 0.46555
C: 4.74837 -6.49164 1.51477
C: 3.98059 -5.36764 1.60237
As: -2.12652 -3.13122 -1.17549
C: -2.52439 -1.37832 -1.87597
C: -3.19791 -1.36200 -3.09831
C: -3.65027 -0.12451 -3.59786
C: -3.41719 1.07832 -2.93167
C: -2.80527 1.05125 -1.69553
C: -2.39271 -0.15201 -1.21321
C: -1.20375 -3.83187 -2.85528
C: -0.20182 -3.26081 -3.58512
C: 0.23177 -3.89976 -4.77538
C: -0.26030 -5.09186 -5.18781
C: -1.28817 -5.66838 -4.44242
C: -1.76210 -5.04256 -3.31270
H: 0.04846 -1.92719 -0.76434
H: -0.88068 -2.07663 0.77604
H: 0.40160 -4.46450 -0.82861
H: -0.26149 -4.40751 0.89928
H: 2.34996 -0.39844 1.03387
H: 3.80735 1.12315 -0.35164
H: 5.21229 0.21254 -2.12641
H: 5.25335 -2.44011 -2.52612
H: 3.76908 -3.75651 -1.33963
H: 1.93726 -5.89027 -0.99455
H: 3.43474 -7.85747 -1.23507
H: 5.10755 -8.30213 0.43054
H: 5.54519 -6.70074 2.20337
H: 4.16732 -4.63830 2.43291
H: -3.35614 -2.28095 -3.66095
H: -4.16329 -0.10383 -4.54211
H: -3.71115 2.05634 -3.34351
H: -2.62479 2.01004 -1.17039
H: -1.76864 -0.10262 -0.29164
H: 0.29804 -2.36185 -3.26285
H: 1.02397 -3.34106 -5.29814
H: -0.00106 -5.50322 -6.18432
H: -1.75455 -6.63045 -4.71650
H: -2.55374 -5.58671 -2.82618

---

Record 3
ORCA calculation (wB97M-V/def2-TZVPD) on C48H46AsN6OP2S5Yb as an isolated structure in a non-equilibrium geometry.

As for the total charge: -2. For the molar mass, the calculation gives 1193.182 g/mol. The LUMO energy (alpha / beta) is 3.83 / 3.83 eV. Its spin multiplicity is 2. The value obtained for the energy is -8328.7879 Eh.

Geometry (Å):
Yb: -0.18870 -0.12300 0.55320
N: -0.27120 0.55920 -3.30480
C: -0.18020 1.08150 -1.96470
O: 0.66080 0.39340 -1.22510
C: -0.00460 2.60790 -2.05640
C: 0.41560 3.30640 -0.75730
H: -0.39340 -0.44760 -3.25500
H: -1.07030 0.95780 -3.78230
H: -0.94910 3.01720 -2.42650
H: 0.76050 2.79130 -2.81620
H: -0.07630 4.28940 -0.73830
H: 1.49390 3.45420 -0.75790
C: 3.28050 -2.72350 0.51980
N: 4.18390 -1.92430 -0.27080
C: 3.63160 -0.74190 -0.86110
P: 2.86150 0.46670 0.38360
C: 3.37590 1.99980 -0.47430
C: 3.78460 3.10650 0.27020
C: 4.13430 4.28550 -0.36290
C: 4.07030 4.38460 -1.74520
C: 3.64070 3.29810 -2.48830
C: 3.29100 2.11680 -1.85970
C: 4.26830 0.42990 1.58260
C: 4.03240 0.03080 2.89200
C: 5.07150 -0.04480 3.80390
C: 6.35870 0.27680 3.41510
C: 6.60000 0.69190 2.11540
C: 5.56380 0.76930 1.20470
C: 5.53500 -2.05700 -0.04970
C: 6.47260 -1.55740 -0.96650
C: 7.82440 -1.76840 -0.79850
C: 8.30020 -2.49110 0.28360
C: 7.39220 -2.98440 1.20370
C: 6.03610 -2.77970 1.04590
P: 1.49000 -2.67900 -0.04070
C: 1.69670 -3.24440 -1.78840
C: 2.84970 -3.79680 -2.33740
C: 2.88410 -4.16660 -3.66970
C: 1.77310 -3.98950 -4.47710
C: 0.62120 -3.43180 -3.94560
C: 0.58980 -3.05310 -2.61650
C: 1.04990 -4.32830 0.66180
C: 0.28130 -5.22780 -0.07240
C: -0.08540 -6.44670 0.46800
C: 0.30020 -6.78680 1.75410
C: 1.06800 -5.90290 2.48790
C: 1.44080 -4.68310 1.95150
H: 3.24180 -2.37090 1.56390
H: 3.61850 -3.76850 0.51280
H: 2.82500 -1.00740 -1.55660
H: 4.40960 -0.19860 -1.39830
H: 3.81240 3.04550 1.34970
H: 4.44440 5.13940 0.22300
H: 4.33170 5.31270 -2.23580
H: 3.56620 3.37310 -3.56620
H: 2.89910 1.29370 -2.43860
H: 3.03370 -0.24310 3.19650
H: 4.87290 -0.36040 4.81760
H: 7.17600 0.20510 4.11990
H: 7.60210 0.95240 1.80470
H: 5.76380 1.10220 0.19460
H: 6.13870 -1.01080 -1.83630
H: 8.51470 -1.36880 -1.53080
H: 9.36060 -2.66430 0.40210
H: 7.74100 -3.53380 2.06820
H: 5.36500 -3.15730 1.79930
H: 3.73310 -3.93800 -1.73400
H: 3.78520 -4.60350 -4.08290
H: 1.80860 -4.28200 -5.51820
H: -0.25090 -3.29440 -4.57590
H: -0.30890 -2.61290 -2.19250
H: -0.05220 -4.97000 -1.06740
H: -0.69230 -7.12990 -0.11160
H: -0.01100 -7.72860 2.18770
H: 1.36550 -6.14910 3.49820
H: 2.00270 -3.99380 2.56430
S: -2.02330 0.87520 -1.20030
C: -2.25070 2.32510 -0.03130
N: -3.48390 2.73380 -0.08940
N: -3.77760 3.79010 0.80110
C: -3.06330 4.94990 0.81650
C: -3.04610 5.75720 1.96460
C: -2.36680 6.95440 1.98340
C: -1.69180 7.40430 0.85650
C: -1.73470 6.63570 -0.29770
C: -2.41010 5.43440 -0.32810
N: -1.33150 2.79350 0.72940
N: 0.07540 2.56700 0.47600
C: 0.74950 3.14540 1.61320
C: 0.93680 4.51850 1.75670
C: 1.60260 5.02630 2.85600
C: 2.09260 4.17960 3.83460
C: 1.88850 2.81590 3.71900
C: 1.20790 2.30510 2.62480
H: -4.00820 3.44770 1.72980
H: -3.55990 5.41010 2.85230
H: -2.34570 7.54280 2.89390
H: -1.13670 8.33430 0.87640
H: -1.22360 6.97710 -1.19160
H: -2.43530 4.84550 -1.23280
H: 0.54730 5.20390 1.02310
H: 1.73430 6.09630 2.95030
H: 2.62380 4.58250 4.68680
H: 2.25520 2.14130 4.47910
H: 1.01960 1.23120 2.57990
S: -1.88430 -3.10240 3.98370
As: -1.16100 -1.79790 2.51490
S: 1.02740 -1.52160 2.62600
S: -1.55770 -2.42190 0.44430
S: -1.83790 0.24370 2.66890

---

Record 4
ORCA calculation (wB97M-V/def2-TZVPD) on C48H46BBrCl3GeN10O3PTi as an isolated structure in a non-equilibrium geometry.

As for the total charge: +3. For the molar mass, the calculation gives 1159.489 g/mol. The LUMO energy (alpha / beta) is -9.69 / -10.62 eV. Its spin multiplicity is 2. The value obtained for the energy is -9876.7006 Eh.

Geometry (Å):
Ti: -0.74524 -0.10972 0.53404
C: 1.89683 2.23963 -0.17890
C: 1.03216 2.38688 1.02505
C: 1.05452 3.43292 1.92898
C: -0.02704 3.22760 2.77543
N: -0.66643 2.12502 2.39749
N: -0.00234 1.55896 1.34413
B: -1.92590 1.43905 2.98829
N: -1.45866 0.03856 3.43830
C: -1.42299 -0.56573 4.62392
C: -1.03599 -1.88027 4.44409
C: -0.83132 -2.03281 3.08009
C: -0.45261 -3.31403 2.41627
N: -1.07183 -0.84434 2.46474
N: -2.94315 1.18640 1.82845
C: -4.24520 1.45979 1.83708
C: -4.77243 1.15555 0.59209
C: -3.71265 0.68357 -0.16293
C: -3.76976 0.34383 -1.61155
N: -2.59216 0.68129 0.61051
N: -2.59823 2.27883 4.01784
C: -3.45629 1.93509 5.02701
C: -4.13220 3.05674 5.39997
C: -3.64213 4.08692 4.55198
C: -4.05452 5.51733 4.53419
N: -2.73777 3.60662 3.71997
H: 2.94490 2.30798 0.09189
H: 1.69254 3.06490 -0.86400
H: 1.72526 1.30500 -0.70460
H: 1.76036 4.24552 1.96282
H: -0.38721 3.82233 3.59743
H: -1.65330 -0.03376 5.53217
H: -0.91887 -2.63271 5.20538
H: 0.20848 -3.87488 3.07539
H: 0.03942 -3.17811 1.45847
H: -1.34676 -3.92205 2.26118
H: -4.73318 1.86110 2.71219
H: -5.79790 1.25323 0.27895
H: -4.80088 0.13178 -1.88684
H: -3.16381 -0.51435 -1.88273
H: -3.44432 1.20153 -2.20537
H: -3.54785 0.92273 5.38446
H: -4.86498 3.15464 6.18337
H: -4.06896 5.92323 5.54506
H: -5.06895 5.61538 4.14439
H: -3.38315 6.11058 3.91774
C: -2.14595 4.14177 -0.06450
O: -1.53962 2.92665 -0.52931
C: -0.94139 2.94514 -1.74262
C: -0.65506 4.12823 -2.41308
C: -0.11432 4.09346 -3.68811
Br: 0.35155 5.69815 -4.55350
C: 0.03165 2.88958 -4.33922
C: -0.26554 1.69456 -3.68230
C: -0.63615 1.71369 -2.33785
O: -0.74708 0.48854 -1.64246
C: -0.32408 0.45854 -4.46777
N: -0.56810 -0.75952 -4.00428
C: -0.66804 -1.58153 -5.13736
C: -0.91162 -2.95017 -5.31075
C: -0.98738 -3.45555 -6.58965
C: -0.80758 -2.63948 -7.71653
C: -0.53691 -1.29729 -7.57875
C: -0.47541 -0.79917 -6.28141
N: -0.25394 0.47660 -5.81676
H: -1.39681 4.90997 0.12903
H: -2.64363 3.89979 0.87077
H: -2.87686 4.50350 -0.78937
H: -0.86232 5.08214 -1.95537
H: 0.37570 2.89560 -5.36208
H: -0.73567 -0.20242 -2.37679
H: -1.03482 -3.63199 -4.47638
H: -1.19093 -4.50867 -6.73090
H: -0.88208 -3.07766 -8.70194
H: -0.38504 -0.65952 -8.43952
H: -0.14457 1.28764 -6.40052
Cl: -3.31479 -3.28446 -2.86555
Ge: -1.29822 -3.13951 -2.13465
Cl: -0.82337 -5.09423 -1.36890
Cl: -1.84203 -2.04592 -0.09128
O: 0.97784 -0.83990 0.38461
P: 2.29291 -1.71616 0.50220
C: 2.49869 -2.20348 2.21408
C: 2.07054 -1.30808 3.19663
C: 2.39208 -1.53921 4.52357
C: 3.14745 -2.65081 4.87274
C: 3.59464 -3.52910 3.89506
C: 3.28601 -3.30144 2.56317
C: 3.81122 -0.80857 0.17428
C: 4.22242 0.16287 1.09371
C: 5.46352 0.75624 0.96515
C: 6.31317 0.37676 -0.06977
C: 5.91991 -0.59910 -0.97126
C: 4.67549 -1.20139 -0.84825
C: 2.20134 -3.01413 -0.72540
C: 2.43805 -4.36390 -0.48211
C: 2.51636 -5.25267 -1.54554
C: 2.35472 -4.80366 -2.84508
C: 2.09457 -3.45959 -3.09012
C: 2.01811 -2.56232 -2.03596
H: 1.50066 -0.42830 2.91878
H: 2.06760 -0.84378 5.28640
H: 3.40946 -2.82287 5.90829
H: 4.20386 -4.38201 4.16144
H: 3.68187 -3.96226 1.80680
H: 3.58011 0.44624 1.91843
H: 5.78038 1.50009 1.68432
H: 7.29139 0.83076 -0.15724
H: 6.58790 -0.91050 -1.76282
H: 4.39442 -1.98302 -1.54048
H: 2.56033 -4.73962 0.52205
H: 2.72046 -6.29766 -1.35352
H: 2.44524 -5.49750 -3.67091
H: 1.98508 -3.11042 -4.10286
H: 1.87513 -1.50570 -2.23462